Here is a 2-piece molecular cluster, C6H8N2O2S overall at a distorted geometry from the OMol25 dataset. Energies are from ωB97M-V/def2-TZVPD.

Frontier orbital gap (spin up / spin down)   7.26 / 6.38 eV
Total energy   -891.4273 Eh
HOMO level (spin up / spin down)   -9.3 / -9.0 eV

Last column: Mulliken charge in e.
Atoms and positions in Å:
C: -3.55 0.53 0.33  -0.449
C: -3.05 -0.23 -0.73  -0.313
C: -2.41 0.99 0.98  -0.436
C: 3.05 -0.84 0.01  -0.533
C: 1.70 -1.45 0.18  -0.535
C: 1.87 -0.29 -0.74  -0.038
N: -1.73 -0.22 -0.70  -0.482
N: -1.37 0.45 0.35  0.170
O: 1.24 2.30 -1.07  -0.536
O: 1.82 1.56 1.22  -0.509
S: 1.22 1.28 -0.06  1.046
H: -4.57 0.72 0.59  0.365
H: -3.58 -0.77 -1.50  0.415
H: -2.29 1.59 1.86  0.437
H: 3.44 -0.23 0.82  0.249
H: 3.81 -1.35 -0.56  0.247
H: 1.50 -2.42 -0.26  0.273
H: 1.17 -1.27 1.10  0.212
H: 1.74 -0.35 -1.80  0.419